<i>
Computed, not measured: a cluster of 2 separate species, C3H10NOS in total, with wB97M-V/def2-TZVPD.

Orbital gap = 6.26 eV
Molar mass = 108.2 g mol⁻¹
LUMO = 3.455 eV

The geometry in ORCA input format:
```
! RIJCOSX wB97M-V def2-TZVPD def2/J DEFGRID3
* xyz -1 1
C 1.618 -0.361 1.267
S 2.684 -1.339 0.195
C 1.809 -0.843 -1.342
H 1.834 -0.752 2.264
H 0.560 -0.463 0.915
H 1.914 0.729 1.132
H 1.653 -1.763 -1.967
H 0.845 -0.427 -1.049
H 2.486 -0.102 -1.681
N -2.874 0.214 -0.233
C -1.670 1.074 -0.107
O -0.489 0.773 -0.399
H -3.636 0.641 0.355
H -2.727 -0.690 0.287
H -2.103 1.918 -0.726
H -1.903 1.391 1.088
*
```


<ii>
Computed, not measured: a cluster of 2 separate species, C3H10NOS in total, with wB97M-V/def2-TZVPD.

Orbital gap = 6.95 eV
Molar mass = 108.2 g mol⁻¹
LUMO = 4.006 eV

The geometry in ORCA input format:
```
! RIJCOSX wB97M-V def2-TZVPD def2/J DEFGRID3
* xyz -1 1
C -0.952 -0.410 2.089
C -0.618 -0.657 0.573
C 0.020 0.709 -0.145
S 1.910 0.545 0.088
N 0.232 -1.837 0.469
H -1.579 0.386 2.384
H -0.064 -0.255 2.757
H -1.487 -1.220 2.548
H -1.548 -0.936 0.086
H -0.304 0.676 -1.218
H -0.409 1.583 0.405
H 0.552 -1.751 -0.496
H 1.145 -1.476 0.797
H 1.813 1.488 -3.652
H 0.470 1.580 -2.883
O 0.819 1.575 -3.803
*
```


Stability summary - winner: <ii>; margin: 162.9 kJ/mol.


<i>
Computed, not measured: a cluster of 2 separate species, C3H10NOS in total, with wB97M-V/def2-TZVPD.

Orbital gap = 7.04 eV
Molar mass = 108.2 g mol⁻¹
LUMO = 4.174 eV

The geometry in ORCA input format:
```
! RIJCOSX wB97M-V def2-TZVPD def2/J DEFGRID3
* xyz -1 1
C -1.579 -1.463 1.695
S 0.093 -1.341 1.043
H -1.583 -1.536 2.783
H -2.135 -0.506 1.438
H -2.163 -2.285 1.235
C 0.920 1.637 -0.564
O 0.182 1.554 0.649
C 0.142 1.205 -1.765
N 0.439 -0.170 -2.119
H 1.224 2.710 -0.621
H 1.888 1.085 -0.560
H 0.175 0.605 0.892
H -0.959 1.351 -1.629
H 0.418 1.854 -2.638
H -0.239 -0.544 -2.829
H 0.455 -0.788 -1.305
*
```


<ii>
Computed, not measured: a cluster of 2 separate species, C3H10NOS in total, with wB97M-V/def2-TZVPD.

Orbital gap = 6.28 eV
Molar mass = 108.2 g mol⁻¹
LUMO = 3.486 eV

The geometry in ORCA input format:
```
! RIJCOSX wB97M-V def2-TZVPD def2/J DEFGRID3
* xyz -1 1
C 0.742 1.885 0.186
S -0.931 2.102 0.906
C -1.444 0.368 0.891
H 0.616 1.574 -0.846
H 1.239 1.101 0.736
H 1.288 2.828 0.242
H -2.309 0.218 0.240
H -0.612 -0.238 0.479
H -1.660 0.025 1.888
N 0.984 -2.634 -1.951
C 0.703 -2.474 -0.496
O 0.891 -1.219 -0.086
H 0.398 -1.899 -2.343
H 0.515 -3.503 -2.236
H -0.347 -2.806 -0.284
H 1.335 -3.178 0.089
*
```


Stability summary - winner: <i>; margin: 88.5 kJ/mol.


<i>
Computed, not measured: a cluster of 2 separate species, C3H10NOS in total, with wB97M-V/def2-TZVPD.

Orbital gap = 6.73 eV
Molar mass = 108.2 g mol⁻¹
LUMO = 3.979 eV

The geometry in ORCA input format:
```
! RIJCOSX wB97M-V def2-TZVPD def2/J DEFGRID3
* xyz -1 1
C 0.458 -0.608 1.414
C -0.367 -1.193 0.251
C 0.311 -1.188 -1.108
S 0.609 0.533 -1.784
N -1.754 -0.607 0.198
H 1.531 -0.846 1.366
H 0.417 0.489 1.388
H 0.103 -0.942 2.395
H -0.618 -2.231 0.492
H -0.147 -1.774 -1.885
H 1.349 -1.543 -0.963
H -1.829 -0.378 -0.797
H -1.827 0.277 0.686
H 0.679 3.370 0.224
H 0.517 2.923 -1.216
O 0.569 3.717 -0.663
*
```


<ii>
Computed, not measured: a cluster of 2 separate species, C3H10NOS in total, with wB97M-V/def2-TZVPD.

Orbital gap = 6.65 eV
Molar mass = 108.2 g mol⁻¹
LUMO = 4.077 eV

The geometry in ORCA input format:
```
! RIJCOSX wB97M-V def2-TZVPD def2/J DEFGRID3
* xyz -1 1
C -1.065 0.044 -0.155
C 0.083 -0.407 0.728
S 1.726 -0.030 0.060
C -1.167 -0.767 -1.434
N -1.253 -2.212 -1.169
H -0.959 1.079 -0.496
H -2.025 0.017 0.395
H -0.099 -1.448 0.995
H -0.049 0.081 1.711
H -0.327 -0.597 -2.107
H -2.074 -0.515 -1.996
H -1.333 -2.632 -2.093
H -0.309 -2.451 -0.862
H 0.913 2.572 1.903
H -0.587 2.312 1.836
O 0.069 3.009 1.731
*
```


<iii>
Computed, not measured: a cluster of 2 separate species, C3H10NOS in total, with wB97M-V/def2-TZVPD.

Orbital gap = 6.97 eV
Molar mass = 108.2 g mol⁻¹
LUMO = 4.039 eV

The geometry in ORCA input format:
```
! RIJCOSX wB97M-V def2-TZVPD def2/J DEFGRID3
* xyz -1 1
C -1.739 0.861 0.130
C -1.032 -0.265 0.874
C -0.224 -1.250 0.017
S 1.435 -0.606 -0.337
N -0.429 -0.011 2.253
H -1.658 1.863 0.564
H -2.815 0.683 -0.120
H -1.379 0.996 -0.896
H -2.015 -0.662 1.188
H -0.124 -2.178 0.603
H -0.831 -1.528 -0.850
H 0.317 -0.703 2.218
H 0.071 0.862 2.075
H 1.140 0.612 -2.155
H 0.919 1.920 -1.564
O 0.624 1.450 -2.343
*
```


Stability summary - winner: <i>; margin: 14.0 kJ/mol.


<i>
Computed, not measured: a cluster of 2 separate species, C5H17N2O in total, with wB97M-V/def2-TZVPD.

Orbital gap = 9.82 eV
Molar mass = 121.2 g mol⁻¹
LUMO = -3.162 eV

The geometry in ORCA input format:
```
! RIJCOSX wB97M-V def2-TZVPD def2/J DEFGRID3
* xyz 1 1
N -0.774 1.977 -1.420
C 0.207 0.710 -1.571
C -0.096 0.050 -2.930
C -0.162 -0.060 -0.324
N 0.474 0.752 0.798
C -0.309 0.685 1.973
C 1.803 0.253 1.108
H -0.572 2.721 -1.967
H -1.735 1.690 -1.698
H -0.738 2.281 -0.437
H 1.302 1.060 -1.454
H 0.162 -0.959 -3.055
H -1.152 0.300 -3.153
H 0.563 0.657 -3.695
H -1.368 -0.118 -0.340
H 0.100 -1.113 -0.366
H 0.289 0.919 2.862
H -1.020 1.519 2.069
H -0.761 -0.365 2.167
H 2.463 1.055 0.849
H 2.001 -0.666 0.470
H 2.116 -0.161 2.141
H -0.705 -5.109 2.366
H -1.006 -3.861 3.239
O -1.080 -4.214 2.366
*
```


<ii>
Computed, not measured: a cluster of 3 separate species, C5H17N2O in total, with wB97M-V/def2-TZVPD.

Orbital gap = 5.26 eV
Molar mass = 121.2 g mol⁻¹
LUMO = -8.864 eV

The geometry in ORCA input format:
```
! RIJCOSX wB97M-V def2-TZVPD def2/J DEFGRID3
* xyz 1 1
C 0.719 0.057 1.577
N 1.364 0.841 0.597
C 2.790 0.622 0.314
C -0.778 0.196 1.239
N -0.973 -0.419 0.017
C -2.237 0.967 -4.359
C -1.648 -0.375 2.388
H 0.983 0.438 2.542
H 0.913 -1.014 1.496
H 0.954 0.628 -0.327
H 3.416 1.061 1.085
H 2.958 -0.457 0.335
H 3.009 1.048 -0.661
H -1.075 1.246 1.043
H -1.718 0.071 -0.508
H -1.601 1.438 -3.615
H -2.742 0.116 -3.892
H -3.061 1.570 -4.694
H -1.624 0.650 -5.203
H -1.370 -0.044 3.385
H -2.691 -0.423 2.125
H -1.380 -1.427 2.464
H 0.892 -2.550 -1.185
H 0.130 -1.260 -0.616
O 0.983 -1.732 -0.709
*
```


Stability summary - winner: <i>; margin: 389.2 kJ/mol.